# 1
Computed, not measured: a cluster of 2 separate species, C4H15N2O in total in a non-equilibrium geometry, with ωB97M-V with the def2-TZVPD basis set.

Values from the calculation:
- LUMO level (eV) = -2.881
- E_HOMO (eV) = -14.0120
- energy above the lowest of the compared OMol25 structures with the same formula, charge and spin (kJ/mol) = 50.4
- F_max (eV/Å) = 2.2

The geometry in ORCA input format:
```
! RIJCOSX wB97M-V def2-TZVPD def2/J DEFGRID3
* xyz 1 1
H 0.6735 0.1737 1.4717
H -1.1205 1.8483 0.7501
C -0.9765 0.9136 0.2053
H 3.0668 -0.2987 -1.5702
H -0.5298 -2.0858 0.3026
H -1.9664 -1.3090 1.9175
H -1.0244 2.0686 -1.4541
C -1.1490 -0.6570 2.2213
H -1.9999 0.5636 0.0340
H 1.0129 -1.7295 0.4369
H -0.4174 -1.1317 2.8753
H 0.5813 1.9111 -0.9829
N -0.2116 0.1711 -2.0676
C -0.2952 -0.1241 1.0746
H -0.9546 0.2677 -2.7554
C -0.3066 1.3017 -1.1355
H 3.5434 0.0379 -0.1422
H 0.1736 -1.0562 -0.8140
H 0.6151 0.2931 -2.6512
O 2.7681 0.0138 -0.7124
H -1.5991 0.1262 2.7965
N 0.1162 -1.2983 0.1995
*
```

# 2
Computed, not measured: a structure of composition C23H20FeIN7O, with ωB97M-V with the def2-TZVPD basis set.

Values from the calculation:
- LUMO level (spin up / spin down) (eV) = -6.446 / -6.098
- E_HOMO (spin up / spin down) (eV) = -13.8543 / -13.8572
- F_max (eV/Å) = 0.4

The geometry in ORCA input format:
```
! RIJCOSX wB97M-V def2-TZVPD def2/J DEFGRID3
* xyz 2 1
H 3.6287 -3.4587 -5.0872
C 3.3074 -3.0065 -4.1583
H -4.4304 3.2039 1.0067
H -2.5250 4.4301 1.5741
C -2.4594 2.7391 0.2667
H -0.2620 1.2293 0.9052
C 3.5332 -3.6476 -2.9490
O -3.0108 0.2945 2.5441
N 2.4886 -1.8553 -1.7846
C 2.6633 -1.5947 1.1579
C 0.6693 3.1158 1.2876
N 3.1120 -2.1752 2.0443
H 3.5008 -2.6819 2.8193
C -1.8174 3.7184 1.1641
N -1.7410 2.0093 -0.6016
C 2.2814 -1.2532 -2.9619
N 1.7839 1.0729 0.7241
C 1.9103 3.7443 1.3779
C 3.1113 -3.0424 -1.7808
C -0.5535 3.8854 1.5643
H 3.8558 1.1025 0.5966
N 0.0364 -1.3939 -0.0035
H 4.0310 -4.6054 -2.9083
H 3.2625 -3.5033 -0.8145
C -1.9926 -2.2809 -0.8966
H -1.8403 0.5652 -2.0593
N -2.7088 -1.6854 3.6165
H 4.0451 3.4998 1.1966
Fe 1.8707 -0.6312 -0.3106
C -3.8401 2.6032 0.3297
H -2.5086 -2.6669 3.5334
C 3.0736 3.0314 1.1331
C -0.6000 -1.1626 1.1503
N -3.7188 0.8919 -1.3120
H -0.1060 -2.1764 -1.9113
H -5.4976 1.4658 -0.4436
C -2.6673 -1.9542 0.2692
H -3.7337 -2.1201 0.3530
H -0.3794 4.7365 2.2140
H -0.0113 -0.7303 1.9502
H -2.5080 -2.7316 -1.7324
H -3.2082 -1.3668 4.4333
C -1.9526 -1.3979 1.3195
C 0.6684 1.7613 0.9814
C -2.6251 -0.8554 2.5585
C 2.6639 -1.7734 -4.1758
C -4.4292 1.6431 -0.4730
I 1.2938 0.5890 -2.7059
C -2.4180 1.1420 -1.3422
C -0.6518 -1.9721 -1.0009
H 1.9615 4.7945 1.6372
H 2.4725 -1.2437 -5.0978
C 2.9714 1.6979 0.8023
*
```

# 3
Computed, not measured: a cluster of 18 separate species, C14H53BNO21S in total in a non-equilibrium geometry, with ωB97M-V with the def2-TZVPD basis set.

Values from the calculation:
- LUMO level (eV) = -4.130
- E_HOMO (eV) = -11.8979
- F_max (eV/Å) = 1.4

The geometry in ORCA input format:
```
! RIJCOSX wB97M-V def2-TZVPD def2/J DEFGRID3
* xyz 1 1
O 0.3188 5.2712 4.8305
H -0.1901 -0.9178 1.7237
O 8.1148 -1.7792 -5.0017
O 2.9954 -2.9583 -5.3999
H -2.6599 5.8258 3.3439
O -6.8044 -2.9861 2.0412
H -7.5322 -3.5595 2.2997
H -0.9729 -4.7086 -0.7908
H -5.0424 -2.3679 -1.5830
H 2.5047 -1.1913 2.6791
H -2.9625 5.1097 2.0353
H 3.3044 -3.7053 -5.9232
C 1.0741 -3.2794 -1.7798
O 3.7243 2.9445 -2.2214
H 0.7768 6.1098 4.9387
C -4.3908 -1.6811 -1.0528
H 2.9186 -2.3484 -2.9506
O -3.2707 2.6630 2.1085
H 0.0435 4.9738 9.0141
H -1.6394 -2.7615 -5.1249
H 0.4726 -2.0515 0.9730
O -3.5140 -5.6338 -0.7813
C -0.3324 -2.8200 -1.5818
H 5.0811 -0.4598 -0.5285
S -4.8228 -0.0392 -1.6109
O 5.3039 -0.6383 -4.9710
O 0.9231 4.7562 9.3392
C 3.3021 -0.6392 -1.7812
O -1.4140 6.1013 7.4459
H -2.5210 3.0253 2.5979
H 6.9957 3.1837 2.3422
C -2.0602 -1.2148 -1.7219
O -4.3701 -4.1375 0.8393
H 4.2113 3.7062 -1.8911
H -2.3469 -0.2073 -1.9864
H 1.3331 4.2817 8.6100
O 5.7731 1.9861 1.2149
H -2.0670 -9.1191 0.2462
B -3.5500 -4.4092 -0.2223
H 0.0537 2.7564 1.9641
H -4.6426 -1.7564 -0.0007
H -3.4039 0.6006 0.2996
C -1.2719 -3.7056 -1.0515
O -2.4541 -8.2405 0.1807
H 4.2780 2.6018 -2.9316
H 7.6972 4.2536 3.1777
H 6.5955 1.4822 1.2083
H -6.0626 -3.5803 1.8899
H 4.6173 -1.2907 -4.7924
H 6.1229 -1.1521 -4.9905
C -0.7452 -1.5499 -1.9088
H -4.0364 2.9775 2.5989
H 2.4654 -3.3664 -4.7056
H -2.6092 -8.1237 -0.7634
C -4.1573 1.0684 -0.3273
C 2.9042 -1.0396 1.7063
O -3.3401 5.3098 2.8977
H -1.9546 6.0151 8.2385
O 2.0383 -2.6696 -1.0838
C 3.1066 -2.1448 -1.9013
H -0.0350 -0.8394 -2.3003
H 8.6051 -1.0410 -4.6256
N -2.9576 -2.0582 -1.2304
C 4.0419 -0.1421 -0.5303
H -0.2223 5.1901 5.6261
H 3.9846 0.9454 -0.5491
O -0.2838 -1.8594 1.5419
H 5.1009 1.3389 1.4554
H 2.3669 -0.1080 -1.9526
H -3.1086 2.0392 -1.9478
H -4.9659 5.2898 -3.3058
H 3.9502 -0.3855 -2.6226
H 8.6715 -2.0968 -5.7194
H -4.4465 2.9707 -1.3209
H -0.9611 6.9442 7.5614
O -1.9499 -1.8648 -4.9564
H -4.9924 1.3816 0.2881
C -3.6244 2.3259 -1.0296
C -2.5697 -3.3206 -0.8727
O 7.6977 3.3103 2.9934
O -0.3371 2.9587 2.8194
O 1.2681 -4.1672 -2.5667
H -2.9535 2.8804 -0.3860
H 4.0623 -2.6104 -1.6688
H -3.9489 -3.5828 1.5081
H 0.3298 3.4912 3.2732
H -2.3153 -1.9082 -4.0691
H -3.6418 -6.3278 -0.1154
C 3.4305 -0.5583 0.7334
H -5.4625 3.8605 -3.3929
O -5.0644 4.4886 -2.7811
*
```

# 4
Computed, not measured: a cluster of 2 separate species, C22H36F11N5O4P in total in a non-equilibrium geometry, with ωB97M-V with the def2-TZVPD basis set.

Values from the calculation:
- LUMO level (eV) = -2.545
- E_HOMO (eV) = -11.2317
- F_max (eV/Å) = 3.6

The geometry in ORCA input format:
```
! RIJCOSX wB97M-V def2-TZVPD def2/J DEFGRID3
* xyz 1 1
C 2.7111 -3.5789 -1.1217
H 1.3262 3.5416 -1.2045
H -0.5762 -3.7560 0.8088
H 5.8739 -4.8229 -5.3834
H 1.3469 -3.5942 2.1571
C 2.1317 -0.7593 3.2248
C -5.0312 -0.1983 -3.3577
C -1.5073 3.9220 0.9741
H 2.1227 0.7381 -2.3752
H -1.6875 -3.9179 -1.0214
F 3.0313 -2.6150 -0.2425
F 2.9798 -4.7449 -0.5261
C -0.4550 5.4228 3.8589
C -1.0025 -2.7650 1.0799
H -0.7259 -1.0273 -0.0888
H 1.7486 -0.6708 -1.3422
F -3.8156 0.2329 -3.7853
H -0.8801 3.2582 4.3097
O 1.6485 2.5110 1.1084
P 0.2645 1.3107 -0.8594
C -0.0622 4.3595 1.4314
N 1.4292 -1.6005 2.4804
H -0.3705 3.4866 -1.9176
C -1.3837 4.2373 4.2441
F -4.6391 -3.0986 -0.1799
C -0.0214 -1.6827 0.4524
H 3.7234 -3.5732 -4.9884
N 2.0745 0.4561 2.6565
F -3.3524 -2.4599 -3.4152
C -0.1885 5.6341 2.3335
H -2.2726 4.2318 3.5882
H -0.9763 6.3378 4.2120
H -1.7714 4.4510 5.2620
C -4.9218 -1.1405 -2.1230
C -2.3208 -3.0270 -0.8337
O -2.2990 -2.6708 0.5465
C 1.3025 0.1470 -1.9255
C -3.8063 -3.3348 -1.2108
F -6.1849 -1.3277 -1.6961
C 3.4425 -3.4169 -2.4581
F -3.8901 -4.6596 -1.5237
H 3.4707 -5.3083 -5.0477
H 0.4540 4.6988 0.5063
H 1.0093 2.7357 -2.7314
H 5.6364 -5.6898 -3.8531
F 1.3634 -3.5247 -1.2836
O 3.3377 -4.5310 -3.1679
F -5.3280 -3.2561 -3.0112
H -1.0576 -2.6523 2.1762
H 0.7108 5.8514 5.7134
C 1.3150 0.2757 1.5389
O 3.9912 -2.4124 -2.8070
C -4.3100 -2.5477 -2.4629
F -4.1833 -0.5004 -1.1840
H 1.7235 5.8073 4.1995
H -1.9892 -2.1546 -1.4381
H -5.5888 0.6997 -3.0270
N 1.4289 -2.9292 2.9252
H 5.9367 -3.9608 -3.8403
C 0.8565 5.3730 4.7316
C 3.9454 -4.5110 -4.4784
H 0.5861 -2.1764 -0.3341
H 0.6021 -3.0435 3.5159
N 1.1062 1.2984 0.7060
H -1.5373 3.4628 -0.0261
C 5.4359 -4.7602 -4.3878
C 0.7779 3.2087 2.0283
H 1.4394 3.6078 2.8213
N 0.8417 -0.9995 1.4037
H 2.6818 -1.0178 4.1279
H 0.6787 -0.2172 -2.7636
F -5.7493 -0.7605 -4.3505
H 0.0790 2.5131 2.5356
H -1.0164 6.2521 1.9384
H -1.8190 3.1199 1.6806
C 0.5645 2.9391 -1.7348
H 1.1172 4.3059 4.9010
H -2.2546 4.7208 1.0982
H 0.7286 6.2468 2.2329
*
```